Record 1
C12H10FeN2O3 | the ωB97M-V functional and the def2-TZVPD basis

The geometry in XYZ format:
```
28
Properties=species:S:1:pos:R:3:nbo_charge:R:1
O 0.9289 2.1426 1.8816 -0.580
C -0.1109 2.2284 1.3563 0.470
Fe -1.7939 2.2869 0.8431 0.073
C -2.2830 1.2703 2.1689 0.461
O -2.2097 0.5351 3.0675 -0.553
C -2.2577 3.7840 1.6415 0.459
O -2.3751 4.6304 2.4247 -0.531
C 0.2715 -1.3557 -1.2747 -0.074
C 0.3916 0.2044 -1.6737 -0.434
C -0.6538 1.1262 -1.1938 -0.258
C -1.8704 0.7233 -0.5879 -0.586
C -1.9076 -0.6925 -0.1121 -0.134
C -0.9348 -1.6008 -0.4252 -0.385
H 0.2760 -1.9425 -2.2048 0.202
H 1.4047 0.5903 -1.4437 0.196
H 0.3589 0.1045 -2.7737 0.200
H -0.5651 2.1570 -1.5804 0.207
H -2.8170 1.1189 -1.0489 0.248
H -2.8317 -1.0058 0.3844 0.217
H -1.0029 -2.6150 -0.0363 0.200
N 3.6130 -2.0933 -0.2872 -0.468
C 3.1356 -1.4977 0.8711 0.110
C 1.7790 -1.3083 0.7165 0.155
N 1.4499 -1.7733 -0.5547 -0.334
C 2.6078 -2.2367 -1.1313 0.374
H 3.7814 -1.2170 1.6951 0.247
H 1.0651 -0.9154 1.4182 0.281
H 2.5502 -2.6484 -2.1406 0.238
```

Properties
HOMO-LUMO gap (spin up / spin down): 4.4 / 2.5 eV
Spin multiplicity: 5
Net charge: 0
Largest force on an atom: 4.05 eV/Å
HOMO (spin up / spin down): -4.93 / -7.67 eV

Record 2
C12H10IN5O5STc | the ωB97M-V functional and the def2-TZVPD basis

The geometry in XYZ format:
```
35
Properties=species:S:1:pos:R:3:nbo_charge:R:1
Tc -0.0166 -0.8116 0.4698 1.430
O -3.9195 -3.5032 4.4430 -0.225
C -3.2108 -2.9781 3.7039 0.464
C -2.6973 -3.5195 2.1996 0.478
O -3.0631 -4.5475 1.7761 -0.291
C -1.8254 -2.4598 1.7721 0.180
C -1.6875 -1.4106 2.6266 0.226
O -0.8805 -0.4384 2.3023 -0.668
C -2.4874 -1.4905 3.8319 0.481
O -2.6637 -0.8105 4.7702 -0.306
O -1.1628 -2.4203 0.6421 -0.625
I -2.7566 3.3801 -3.0812 0.312
C -2.1629 2.2613 -1.4638 -0.299
C -2.5732 2.3975 -0.1460 0.024
N -1.9574 1.4547 0.5723 -0.307
N -1.1358 0.7196 -0.2055 -0.293
C -1.2593 1.2064 -1.4497 -0.008
H -3.2561 3.0955 0.3104 0.268
H -1.9297 1.3279 1.5753 0.455
H -0.7173 0.7642 -2.2690 0.242
C 3.5599 2.9007 -1.1677 -0.600
C 3.5055 1.6667 -0.2614 -0.465
C 2.7956 0.5276 -0.9032 0.164
N 1.7039 -0.0091 -0.4779 -0.337
N 1.2122 -1.0452 -1.2445 -0.416
C 1.9714 -1.3119 -2.2839 0.284
N 1.7328 -2.2673 -3.1730 -0.744
S 3.3418 -0.2362 -2.3644 0.496
H 4.0732 3.7073 -0.6493 0.254
H 2.5587 3.2442 -1.4273 0.218
H 4.1077 2.6985 -2.0887 0.222
H 2.9889 1.8853 0.6735 0.248
H 4.5164 1.3407 -0.0064 0.261
H 0.9370 -2.8768 -3.0632 0.437
H 2.3576 -2.4415 -3.9432 0.440
```

Properties
HOMO-LUMO gap (spin up / spin down): 7.0 / 5.1 eV
Spin multiplicity: 4
Net charge: +2
Largest force on an atom: 0.84 eV/Å
HOMO (spin up / spin down): -14.55 / -14.56 eV

Record 3
C12H10N6O7PtS3 | the ωB97M-V functional and the def2-TZVPD basis

The geometry in XYZ format:
```
39
Properties=species:S:1:pos:R:3:nbo_charge:R:1
Pt -0.2368 -0.6223 -0.0556 1.155
N 2.2520 -0.4699 -3.4994 -0.761
C 1.6619 -0.4887 -2.3015 0.335
S -0.1059 -0.3694 -2.3336 -0.035
N 2.4250 -0.5819 -1.2424 -0.376
N 1.7318 -0.6054 -0.0886 -0.177
C 2.2983 -0.7616 1.0501 0.102
C 1.4388 -0.6939 2.2348 0.199
C 1.9212 -0.7541 3.5270 -0.197
C 1.0287 -0.6149 4.5791 -0.121
C -0.3152 -0.4114 4.3161 -0.239
C -0.7358 -0.3743 2.9977 0.098
N 0.1215 -0.5008 1.9958 -0.457
H 1.7092 -0.4791 -4.3424 0.412
H 3.2545 -0.5276 -3.5521 0.417
H 3.3702 -0.8902 1.1156 0.237
H 2.9748 -0.9194 3.6990 0.240
H 1.3837 -0.6657 5.5993 0.234
H -1.0367 -0.2925 5.1105 0.240
H -1.7749 -0.2355 2.7312 0.218
O -3.6522 4.1771 0.0832 -0.663
C -4.3740 3.0764 0.0765 0.782
O -5.5780 3.0676 0.1139 -0.580
C -3.6394 1.7712 0.0174 -0.242
C -4.2980 0.5536 -0.0303 0.049
N -3.3688 -0.4128 -0.0514 -0.299
N -2.1502 0.1221 -0.0158 -0.282
C -2.2740 1.4371 0.0210 0.075
C -0.9969 2.2445 0.0546 0.777
O -1.1089 3.4676 0.0915 -0.642
O 0.0902 1.5832 0.0502 -0.712
H -2.6699 3.9825 0.0608 0.514
H -5.3533 0.3429 -0.0525 0.261
H -3.4646 -1.4203 -0.0958 0.455
O 1.2611 -3.4342 1.4152 -0.995
S 0.7282 -3.7815 0.1126 2.336
O 1.2737 -3.0446 -1.0034 -1.011
O 0.5035 -5.1674 -0.1753 -0.933
S -1.1805 -2.7213 0.0924 -0.416
```

Properties
HOMO-LUMO gap: 6.9 eV
Net charge: 0
Largest force on an atom: 4.03 eV/Å
HOMO: -8.87 eV

Record 4
C12H11B4BrO13 | the ωB97M-V functional and the def2-TZVPD basis

The geometry in XYZ format:
```
41
Properties=species:S:1:pos:R:3:nbo_charge:R:1
O 5.5138 -0.6574 1.8697 -0.528
C 5.3903 -1.0830 3.0128 0.471
C 4.0796 -1.1956 3.6715 -0.352
C 3.9816 -1.6474 4.9233 0.294
O 2.7526 -1.7583 5.5474 -0.643
C 5.1883 -2.0489 5.6971 0.471
O 5.0682 -2.4429 6.8523 -0.524
C 6.4965 -1.9593 5.0306 -0.357
C 6.5944 -1.5108 3.7776 0.297
O 7.8204 -1.4262 3.1436 -0.643
H 3.2110 -0.8981 3.0981 0.256
H 2.9464 -2.1065 6.4450 0.503
H 7.3637 -2.2714 5.5989 0.247
H 7.6271 -1.0723 2.2482 0.504
O -7.5169 1.3984 -5.4999 -0.526
C -6.3409 1.2743 -5.1763 0.470
C -5.7864 1.9120 -3.9720 -0.358
C -4.4974 1.7706 -3.6571 0.299
O -3.9704 2.3650 -2.5252 -0.673
C -3.5766 0.9695 -4.5093 0.466
O -2.3927 0.8729 -4.2039 -0.514
C -4.1359 0.3119 -5.7004 -0.355
C -5.4256 0.4504 -6.0136 0.295
O -5.9591 -0.1669 -7.1301 -0.644
H -6.4665 2.4933 -3.3627 0.246
H -3.0204 2.1159 -2.5181 0.522
H -3.4589 -0.2822 -6.3013 0.247
H -6.9076 0.0871 -7.1404 0.504
O -2.6087 1.4181 0.5236 -0.877
B -1.5275 1.2066 -0.4869 0.859
O -1.4024 1.9439 -1.7640 -0.941
B -0.3737 0.0655 -0.0543 0.853
O -0.7072 -1.2809 0.4885 -0.879
B 0.0165 -1.3763 1.7883 1.013
O 1.4493 -0.9535 1.9712 -0.926
B 1.5215 0.3535 1.2870 1.005
Br 2.0828 2.1014 2.0968 -0.113
O 1.0952 0.3812 -0.1571 -0.911
H -3.1833 2.1734 0.1447 0.501
H -0.4316 2.2407 -1.8314 0.529
H -0.5096 -1.7676 2.7880 -0.085
```

Properties
HOMO-LUMO gap: 8.2 eV
SMILES: O=C1C=C(O)C(=O)C=C1O.O=C1C=C(O)C(=O)C=C1O.OB(O)B1OBOB(Br)O1
Net charge: 0
Largest force on an atom: 4.90 eV/Å
HOMO: -9.82 eV

Record 5
C12H11BBrF3N3O8PS | the ωB97M-V functional and the def2-TZVPD basis

The geometry in XYZ format:
```
41
Properties=species:S:1:pos:R:3:nbo_charge:R:1
N -0.0063 1.4609 -1.0609 -1.159
B 0.6315 0.4041 -1.8443 1.084
O 0.4602 0.4326 -3.2374 -0.880
C 1.4877 -0.7920 -1.2258 -0.452
C 1.2458 -1.3368 0.1299 -0.357
P -0.0780 -0.5774 1.1748 1.503
O -1.3833 -0.4476 0.4631 -1.112
C 1.9763 -2.3867 0.6350 -0.051
Br 1.7196 -3.1801 2.3776 0.091
C 3.0265 -2.9839 -0.1648 0.061
N 3.8257 -4.0020 0.1619 -0.567
S 4.8242 -4.2062 -1.1084 0.950
N 4.2873 -3.0668 -2.1408 -0.558
C 3.2944 -2.4576 -1.4915 0.020
C 2.4949 -1.3470 -1.9727 0.505
F 2.8133 -0.9099 -3.2002 -0.304
H -0.0592 2.2611 -1.7002 0.395
H -0.9908 1.1885 -0.9613 0.434
H 0.3320 -0.4941 -3.4927 0.491
H -0.2883 -1.3506 2.3350 -0.053
H 0.4115 0.6759 1.6277 -0.047
C -0.8103 6.9230 -2.7719 -0.131
C 0.3937 6.0669 -2.4862 0.444
O -0.1811 4.8653 -2.0048 -0.494
C -1.4072 4.7672 -2.6085 0.964
O -2.0533 3.7764 -2.6571 -0.549
O -1.7838 5.9529 -3.1536 -0.478
F 1.1601 6.6073 -1.5078 -0.324
H -1.1576 7.4599 -1.8873 0.205
H -0.6361 7.6388 -3.5727 0.209
H 1.0134 5.8520 -3.3593 0.156
C -3.3016 -3.2750 3.7668 -0.132
C -1.8176 -3.0375 3.7941 0.439
O -1.3630 -3.9629 4.7593 -0.492
C -2.2437 -5.0105 4.7230 0.963
O -2.0368 -6.0742 5.1982 -0.546
O -3.3837 -4.6705 4.0626 -0.480
F -1.5289 -1.7814 4.2245 -0.329
H -3.8279 -2.7067 4.5360 0.204
H -3.7450 -3.0510 2.7987 0.216
H -1.3142 -3.2243 2.8419 0.159
```

Properties
HOMO-LUMO gap: 8.1 eV
Net charge: 0
Largest force on an atom: 1.43 eV/Å
HOMO: -9.55 eV

Record 6
C12H11BrN2O3S2 | the ωB97M-V functional and the def2-TZVPD basis

The geometry in XYZ format:
```
31
Properties=species:S:1:pos:R:3:nbo_charge:R:1
C 5.5578 0.8186 0.0644 -0.622
C 5.9549 -0.1497 -1.0340 -0.071
O 4.8688 -1.0548 -1.2468 -0.509
C 4.8751 -1.7573 -2.3749 0.812
O 5.7367 -1.6898 -3.2105 -0.600
C 3.6558 -2.6627 -2.4845 -0.534
C 2.7413 -2.5355 -1.3137 0.144
C 2.8197 -3.2338 -0.1482 -0.470
S 1.5992 -2.7356 0.9653 0.466
C 1.0711 -1.6080 -0.2517 0.213
N 0.0042 -0.7755 -0.0299 -0.603
C -0.6880 -0.7924 1.1498 0.648
O -0.3859 -1.5474 2.0553 -0.587
C -1.8038 0.1468 1.2509 -0.321
C -2.6232 0.2750 2.3429 -0.162
C -3.6197 1.2507 2.1839 -0.288
C -3.5464 1.8583 0.9645 -0.298
Br -4.6666 3.2150 0.3174 0.132
S -2.2588 1.2494 -0.0128 0.458
N 1.7378 -1.6169 -1.3554 -0.481
H 6.3740 1.5085 0.2572 0.216
H 5.3277 0.2736 0.9759 0.214
H 4.6776 1.3816 -0.2342 0.213
H 6.1713 0.3708 -1.9732 0.197
H 6.8413 -0.7287 -0.7511 0.183
H 3.1270 -2.3833 -3.3974 0.257
H 4.0155 -3.6871 -2.5945 0.246
H 3.5197 -4.0001 0.1134 0.236
H -0.2402 -0.1515 -0.7867 0.421
H -2.4952 -0.3259 3.2246 0.249
H -4.3570 1.4986 2.9252 0.242
```

Properties
HOMO-LUMO gap: 8.1 eV
SMILES: CCOC(=O)Cc1csc(NC(=O)c2ccc(Br)s2)n1
Net charge: 0
Largest force on an atom: 1.05 eV/Å
HOMO: -8.42 eV

Record 7
C12H11BrNP | the ωB97M-V functional and the def2-TZVPD basis

The geometry in XYZ format:
```
26
Properties=species:S:1:pos:R:3:nbo_charge:R:1
Br 4.3550 0.5342 -0.2070 0.135
N 2.7962 1.5350 -0.5172 -0.937
P 1.4925 1.0081 1.1151 1.005
C 1.3435 -0.7609 0.6068 -0.361
C 1.4978 -1.1978 -0.6913 -0.216
C 1.3000 -2.5724 -0.8042 -0.186
C 1.0283 -3.5114 0.1879 -0.216
C 0.8376 -3.0026 1.4507 -0.200
C 1.0315 -1.6307 1.6286 -0.185
C -0.0799 1.5274 0.4367 -0.408
C -0.3069 1.7673 -0.9217 -0.184
C -1.5659 2.2073 -1.3319 -0.207
C -2.4509 2.6170 -0.3696 -0.199
C -2.2715 2.3894 0.9831 -0.207
C -1.0108 1.8376 1.3775 -0.195
H 3.2201 2.4852 -0.3670 0.373
H 1.8142 -0.5271 -1.4624 0.241
H 1.3654 -3.0023 -1.7877 0.202
H 0.9642 -4.4923 -0.0864 0.213
H 0.6550 -3.7018 2.3693 0.216
H 0.9628 -1.4335 2.6959 0.215
H 0.5123 1.4123 -1.4977 0.232
H -1.8950 2.4715 -2.3051 0.218
H -3.3400 3.0633 -0.7733 0.210
H -3.0705 2.6173 1.6960 0.223
H -0.7302 1.6340 2.4760 0.220
```

Properties
HOMO-LUMO gap: 8.9 eV
SMILES: BrNP(c1ccccc1)c1ccccc1
Net charge: 0
Largest force on an atom: 3.39 eV/Å
HOMO: -8.80 eV

Repeat the sixth record exactly.
C12H11BrN2O3S2 | the ωB97M-V functional and the def2-TZVPD basis

The geometry in XYZ format:
```
31
Properties=species:S:1:pos:R:3:nbo_charge:R:1
C 5.5578 0.8186 0.0644 -0.622
C 5.9549 -0.1497 -1.0340 -0.071
O 4.8688 -1.0548 -1.2468 -0.509
C 4.8751 -1.7573 -2.3749 0.812
O 5.7367 -1.6898 -3.2105 -0.600
C 3.6558 -2.6627 -2.4845 -0.534
C 2.7413 -2.5355 -1.3137 0.144
C 2.8197 -3.2338 -0.1482 -0.470
S 1.5992 -2.7356 0.9653 0.466
C 1.0711 -1.6080 -0.2517 0.213
N 0.0042 -0.7755 -0.0299 -0.603
C -0.6880 -0.7924 1.1498 0.648
O -0.3859 -1.5474 2.0553 -0.587
C -1.8038 0.1468 1.2509 -0.321
C -2.6232 0.2750 2.3429 -0.162
C -3.6197 1.2507 2.1839 -0.288
C -3.5464 1.8583 0.9645 -0.298
Br -4.6666 3.2150 0.3174 0.132
S -2.2588 1.2494 -0.0128 0.458
N 1.7378 -1.6169 -1.3554 -0.481
H 6.3740 1.5085 0.2572 0.216
H 5.3277 0.2736 0.9759 0.214
H 4.6776 1.3816 -0.2342 0.213
H 6.1713 0.3708 -1.9732 0.197
H 6.8413 -0.7287 -0.7511 0.183
H 3.1270 -2.3833 -3.3974 0.257
H 4.0155 -3.6871 -2.5945 0.246
H 3.5197 -4.0001 0.1134 0.236
H -0.2402 -0.1515 -0.7867 0.421
H -2.4952 -0.3259 3.2246 0.249
H -4.3570 1.4986 2.9252 0.242
```

Properties
HOMO-LUMO gap: 8.1 eV
SMILES: CCOC(=O)Cc1csc(NC(=O)c2ccc(Br)s2)n1
Net charge: 0
Largest force on an atom: 1.05 eV/Å
HOMO: -8.42 eV

largest force on an atom of number 2 (C12H10IN5O5STc)?
0.84 eV/Å